{
  "formula": "C7H5EuNO4",
  "method": "ωB97M-V/def2-TZVPD",
  "symbols": ["O", "C", "Eu", "O", "C", "C", "O", "C", "O", "C", "C", "C", "N", "H", "H", "H", "H", "H"],
  "positions_angstrom": [[-1.9123, 0.8180, -3.3080], [-0.8899, 0.6972, -2.7910], [0.9454, 0.4298, -1.7131], [1.7234, 3.5391, -2.4888], [1.4671, 2.4470, -2.2522], [1.4972, -1.0560, -3.1353], [1.7701, -1.9016, -3.8620], [2.8833, 0.2364, -0.8312], [3.8937, 0.1098, -0.2956], [-1.2972, -1.3272, 2.9612], [-1.5733, 0.0434, 2.2074], [-0.8065, 0.0162, 1.1400], [-0.1252, -0.0869, 0.2451], [-1.5796, -2.1701, 2.3351], [-1.9331, -1.3173, 3.8598], [-0.2547, -1.3923, 3.2638], [-2.5466, 0.0804, 1.8821], [-1.2619, 0.8340, 2.7827]],
  "atomic_forces_ev_per_a": [[4.434, -0.533, 2.340], [-10.605, 1.455, -6.312], [-3.971, -1.702, 7.110], [-1.007, -4.391, 0.917], [2.496, 10.408, -2.430], [2.839, -8.325, -7.594], [-1.117, 3.526, 3.016], [11.299, -1.095, 5.246], [-4.325, 0.505, -2.232], [-0.526, 0.196, 0.564], [-0.502, -2.710, 3.028], [0.388, 0.020, -0.606], [2.881, 0.045, -4.151], [0.024, 0.010, 0.010], [0.269, -0.036, -0.348], [-0.022, -0.010, -0.017], [-2.788, 0.409, -0.342], [0.233, 2.227, 1.800]],
  "total_energy_ev": -36308.94328,
  "total_charge": 3,
  "s_squared": 12.01,
  "lumo_energy_ev": [-15.979, -15.692],
  "de_lowest_ev": 5.020,
  "spin_multiplicity": 7,
  "gap_ev": [6.646, 6.939]
}